one) # C3H4N4

C3H4N4 as an isolated structure (ωB97M-V with the def2-TZVPD basis set, the OMol25 dataset).

Geometry as ORCA input:
```
! wB97M-V def2-TZVPD RIJCOSX def2/J DEFGRID3
* xyz 0 1
C 2.126 -0.177 -0.211
C -0.622 -0.750 0.495
C -2.054 0.647 -0.223
H 1.993 -0.415 1.141
H 3.062 -0.427 -1.017
H 0.241 -1.231 1.309
H -3.076 1.286 -0.071
N 1.139 0.236 -1.026
N -0.051 0.316 -0.194
N -1.856 -0.560 0.418
N -0.904 1.074 -0.622
*
```

Results
**Frontier orbital gap**: 0.3544 Ha

=====

two) # C3H4N4

An isolated molecule of C3H4N4 (ωB97M-V with the def2-TZVPD basis set, the OMol25 dataset).

Geometry as ORCA input:
```
! wB97M-V def2-TZVPD RIJCOSX def2/J DEFGRID3
* xyz 0 1
H -1.621 0.208 -2.964
N -0.878 -0.347 -2.297
N -1.194 0.543 -1.274
C -0.323 0.253 -0.226
C 0.964 -0.303 -0.337
N 1.637 -0.485 0.842
N 0.774 0.067 1.670
C -0.366 0.340 1.214
H 1.430 -0.754 -1.208
H 0.755 -0.001 2.656
H -1.178 0.478 1.923
*
```

Results
**SMILES**: [H]/N=N/c1cn[nH]c1
**Frontier orbital gap**: 0.3236 Ha

=====

Unit: kJ/mol. Relative energies: one) 192.7; two) 0.0.

=====

one) # C3H4N4

C3H4N4 as an isolated structure (ωB97M-V with the def2-TZVPD basis set, the OMol25 dataset).

Geometry as ORCA input:
```
! wB97M-V def2-TZVPD RIJCOSX def2/J DEFGRID3
* xyz 0 1
N 1.781 -0.401 -0.547
C 0.642 0.332 -0.394
C 0.141 1.163 0.534
N -1.255 0.949 0.295
C -1.701 -0.414 0.392
N -1.174 -1.086 -0.555
N -0.588 0.118 -1.077
H 2.239 -0.659 0.315
H 1.808 -1.102 -1.270
H 0.550 1.851 1.252
H -2.452 -0.767 1.079
*
```

Results
**Frontier orbital gap**: 0.3296 Ha

=====

two) # C3H4N4

An isolated molecule of C3H4N4 (ωB97M-V with the def2-TZVPD basis set, the OMol25 dataset).

Geometry as ORCA input:
```
! wB97M-V def2-TZVPD RIJCOSX def2/J DEFGRID3
* xyz 0 1
C -1.802 0.082 -0.052
C -0.396 -0.005 -0.086
N 0.305 1.252 -0.202
N 1.649 1.302 -0.017
C 2.130 -0.114 0.018
N 1.488 -1.264 -0.205
N 0.158 -1.234 -0.029
H -1.921 -0.890 0.727
H -2.743 0.072 -0.953
H -1.950 0.944 0.653
H 3.082 -0.144 0.146
*
```

Results
**SMILES**: Cc1nncnn1
**Frontier orbital gap**: 0.3212 Ha

=====

Unit: kJ/mol. Relative energies: one) 6.1; two) 0.0.

=====

one) # C3H13N4

A 2-piece molecular cluster, C3H13N4 overall (ωB97M-V with the def2-TZVPD basis set, the OMol25 dataset).

Geometry as ORCA input:
```
! wB97M-V def2-TZVPD RIJCOSX def2/J DEFGRID3
* xyz 1 1
C 1.126 0.021 -0.338
C 1.718 1.135 1.956
C 0.707 0.605 1.038
N -0.533 0.479 1.348
N -2.210 -0.890 -0.162
N 0.260 -0.735 -1.409
N 1.236 -1.197 -2.320
H 1.629 0.853 -0.851
H 1.916 -0.707 -0.124
H -0.362 -0.034 -1.827
H 2.490 1.704 1.447
H 2.205 0.289 2.444
H 1.258 1.743 2.734
H -2.973 -1.333 0.338
H -0.881 0.796 2.248
H -2.618 -0.356 -0.921
H -1.624 -1.614 -0.574
H 1.576 -0.480 -2.963
H -1.261 -0.074 0.694
H 0.870 -1.979 -2.846
*
```

Results
**Frontier orbital gap**: 0.3690 Ha

=====

two) # C3H13N4

A 3-piece molecular cluster, C3H13N4 overall (ωB97M-V with the def2-TZVPD basis set, the OMol25 dataset).

Geometry as ORCA input:
```
! wB97M-V def2-TZVPD RIJCOSX def2/J DEFGRID3
* xyz 1 1
C 2.959 -1.800 1.137
C 2.779 -0.319 1.113
C 2.257 0.421 2.052
N -2.087 0.953 -0.865
N -0.284 1.138 0.317
N -3.647 -0.168 -2.835
N -0.979 0.584 -0.534
H 2.454 -2.244 1.889
H 2.823 -2.133 0.160
H 4.077 -1.788 1.385
H 3.059 0.065 0.151
H -2.915 -0.485 -3.459
H 2.314 1.526 1.869
H 2.061 0.106 3.098
H -2.516 1.855 -0.648
H -2.612 0.455 -1.617
H -0.664 2.021 0.795
H 0.690 0.844 0.691
H -4.434 -0.867 -2.781
H -4.123 0.696 -3.239
*
```

Results
**Frontier orbital gap**: 0.3538 Ha

=====

Unit: kJ/mol. Relative energies: one) 0.0; two) 189.1.

=====

one) # ClH2O2PS

An isolated molecule of ClH2O2PS (ωB97M-V with the def2-TZVPD basis set, the OMol25 dataset).

Geometry as ORCA input:
```
! wB97M-V def2-TZVPD RIJCOSX def2/J DEFGRID3
* xyz 0 1
O -2.428 0.456 -0.727
O -1.125 -1.413 0.085
P -1.784 -0.021 0.493
S 2.558 0.597 0.150
Cl 0.522 0.833 -0.207
H 3.141 1.516 -0.563
H -0.883 -1.967 0.768
*
```

Results
**Frontier orbital gap**: 0.3249 Ha

=====

two) # ClH2O2PS

A 2-piece molecular cluster, ClH2O2PS overall (ωB97M-V with the def2-TZVPD basis set, the OMol25 dataset).

Geometry as ORCA input:
```
! wB97M-V def2-TZVPD RIJCOSX def2/J DEFGRID3
* xyz 0 1
O -1.654 1.267 -0.729
O 0.886 -0.411 0.486
P -0.281 1.901 -0.252
S 0.728 2.992 -1.565
Cl -0.616 2.530 1.666
H -2.401 0.992 -0.144
H 1.874 -0.151 0.454
*
```

Results
**Frontier orbital gap (alpha / beta)**: 0.2724 / 0.2689 Ha

=====

Unit: kJ/mol. Relative energies: one) 0.0; two) 137.5.

=====

one) # C3H6N2O

A 2-piece molecular cluster, C3H6N2O overall (ωB97M-V with the def2-TZVPD basis set, the OMol25 dataset).

Geometry as ORCA input:
```
! wB97M-V def2-TZVPD RIJCOSX def2/J DEFGRID3
* xyz 0 1
C -1.852 0.289 -0.547
N -0.560 -0.188 -0.119
C 0.473 -0.450 -0.964
N 1.660 -0.670 -0.545
C 1.840 0.465 1.944
O 2.969 0.513 2.056
H -2.003 1.348 -0.301
H -1.944 0.179 -1.632
H -2.658 -0.292 -0.084
H 0.170 -0.468 -2.019
H 2.284 -0.857 -1.324
H -0.285 -0.030 0.841
*
```

Results
**Frontier orbital gap**: 0.3615 Ha

=====

two) # C3H6N2O

An isolated molecule of C3H6N2O (ωB97M-V with the def2-TZVPD basis set, the OMol25 dataset).

Geometry as ORCA input:
```
! wB97M-V def2-TZVPD RIJCOSX def2/J DEFGRID3
* xyz 0 1
O 0.396 -1.887 0.790
C -0.087 -0.846 0.049
N 0.566 -0.406 -1.146
C 0.443 1.007 -0.686
C -0.142 0.556 0.629
N -1.362 -0.258 0.271
H 0.783 -1.034 1.204
H 0.036 -0.624 -1.983
H -0.247 1.612 -1.271
H 1.425 1.482 -0.602
H -0.122 1.065 1.598
H -1.690 -0.667 1.148
*
```

Results
**SMILES**: O[C@]12NC[C@H]1N2
**Frontier orbital gap**: 0.3665 Ha

=====

Unit: kJ/mol. Relative energies: one) 0.0; two) 301.7.

=====

one) # C3H6N2O

A 2-piece molecular cluster, C3H6N2O overall (ωB97M-V with the def2-TZVPD basis set, the OMol25 dataset).

Geometry as ORCA input:
```
! wB97M-V def2-TZVPD RIJCOSX def2/J DEFGRID3
* xyz 0 1
C 1.020 -0.863 -1.423
N 0.240 -0.286 -0.358
C -1.039 -0.630 -0.057
N -1.708 -0.015 0.843
C 0.163 1.823 2.101
O -0.427 2.178 3.004
H 2.009 -1.177 -1.068
H 0.501 -1.751 -1.798
H 1.163 -0.172 -2.265
H -1.408 -1.478 -0.653
H -2.631 -0.422 0.953
H 0.602 0.502 0.163
*
```

Results
**Frontier orbital gap**: 0.3578 Ha

=====

two) # C3H6N2O

An isolated molecule of C3H6N2O (ωB97M-V with the def2-TZVPD basis set, the OMol25 dataset).

Geometry as ORCA input:
```
! wB97M-V def2-TZVPD RIJCOSX def2/J DEFGRID3
* xyz 0 1
C 1.676 -0.629 0.001
N 1.046 0.673 -0.187
C -0.228 0.974 -0.399
N -1.084 -0.094 -0.361
C -2.301 0.375 0.174
O -2.823 -0.113 1.142
H 1.288 -1.151 0.886
H 2.749 -0.474 0.137
H 1.531 -1.260 -0.883
H 1.643 1.479 -0.095
H -0.827 -1.031 -0.040
H -2.670 1.252 -0.374
*
```

Results
**Frontier orbital gap**: 0.3553 Ha

=====

three) # C3H6N2O

C3H6N2O as an isolated structure (ωB97M-V with the def2-TZVPD basis set, the OMol25 dataset).

Geometry as ORCA input:
```
! wB97M-V def2-TZVPD RIJCOSX def2/J DEFGRID3
* xyz 0 1
N 1.900 0.119 -0.019
C 0.655 0.571 0.199
O 0.284 1.768 -0.140
C -0.479 -0.183 0.729
C -1.266 -0.117 -0.609
N -1.003 -1.398 0.169
H 2.465 0.579 -0.727
H 2.084 -0.860 0.173
H -1.008 0.307 1.553
H -0.596 -0.236 -1.480
H -0.897 1.376 -0.381
H -1.797 -1.680 0.755
*
```

Results
**Frontier orbital gap**: 0.3200 Ha

=====

four) # C3H6N2O

A 2-piece molecular cluster, C3H6N2O overall (ωB97M-V with the def2-TZVPD basis set, the OMol25 dataset).

Geometry as ORCA input:
```
! wB97M-V def2-TZVPD RIJCOSX def2/J DEFGRID3
* xyz 0 1
N -1.632 -0.520 0.123
C -0.987 0.616 -0.494
C 1.615 0.262 0.597
O 1.147 -0.838 1.145
C 2.000 -0.030 -0.781
N 2.376 -0.076 -1.878
H -1.979 -0.299 1.049
H -1.008 -1.316 0.194
H -0.664 0.354 -1.506
H -1.679 1.459 -0.553
H -0.095 1.009 0.046
H 0.904 -0.619 2.058
*
```

Results
**Frontier orbital gap**: 0.3174 Ha

=====

Unit: kJ/mol. Relative energies: one) 0.0; two) 89.7; three) 421.3; four) 294.1.